1.
The following is a DFT calculation (wB97M-V/def2-TZVPD) of a molecular structure, C19H25ClN2Ru.

Geometry (Å):
Ru  -0.191  -0.330  -1.072
Cl  0.002  0.415  -3.084
N  1.074  1.057  2.867
N  3.318  0.690  3.162
C  -0.030  -0.688  -6.700
C  1.186  3.329  4.532
C  -1.928  1.148  -0.154
C  2.296  -0.712  -1.620
C  -1.646  -0.082  0.539
C  -0.011  1.793  3.109
C  2.331  2.585  4.280
C  2.233  1.450  3.432
C  -0.909  1.683  -6.381
C  1.595  1.223  -6.235
C  2.204  -0.045  -0.371
C  -1.994  -1.176  -0.348
C  -2.463  -0.589  -1.576
C  0.864  -1.962  -0.266
C  -2.405  0.831  -1.450
C  1.303  -0.788  0.473
C  1.480  -1.887  -1.569
C  0.233  0.764  -6.589
C  -0.018  2.929  3.926
H  2.178  0.410  -5.773
H  -1.001  -0.942  -6.246
H  -0.952  3.475  4.078
H  2.870  -0.388  -2.476
H  -1.780  1.139  -5.983
H  1.222  4.211  5.177
H  2.191  1.583  -7.086
H  2.721  0.867  -0.086
H  0.314  -2.803  0.140
H  -1.366  -0.185  1.587
H  0.745  -1.270  -6.177
H  1.353  -2.621  -2.362
H  -1.795  2.151  0.252
H  -2.670  1.541  -2.227
H  1.551  2.057  -5.517
H  -0.063  -1.068  -7.731
H  -1.255  2.193  -7.291
H  3.318  2.818  4.696
H  3.265  -0.105  2.541
H  -2.008  -2.232  -0.086
H  -0.649  2.474  -5.661
H  -2.793  -1.140  -2.457
H  4.205  0.924  3.573
H  -0.940  1.474  2.637
H  1.085  -0.566  1.516

## Properties
- net charge = +2
- HOMO-LUMO gap (spin up / spin down) (eV) = 3.1 / 4.0
- HOMO energy (spin up / spin down) (eV) = -10.569 / -13.488
- max |F| (eV/A) = 4.8
- multiplicity = 5

natural (NBO) population analysis, charges in e, atoms 1 to 8: 0.551, -0.457, -0.425, -0.556, -0.769, -0.174, -0.208, -0.221



2.
The following is a DFT calculation (wB97M-V/def2-TZVPD) of a molecular structure, C19H25CoN7O2S.

Geometry (Å):
Co  0.607  1.231  0.624
S  -0.323  2.728  -0.726
O  2.069  1.658  1.834
O  4.294  1.789  2.016
N  0.343  -0.271  2.169
N  -0.476  2.163  1.968
N  -0.224  -0.234  -0.565
N  2.144  1.185  -0.691
N  -1.466  4.950  0.162
N  -1.819  -1.294  -1.890
N  -0.985  3.402  1.768
C  -0.955  3.768  0.518
C  3.230  1.081  -2.803
C  -0.002  0.324  3.321
C  -3.215  -1.577  -2.233
C  2.093  1.064  -2.019
C  3.280  1.633  1.382
C  -0.181  -3.193  -1.937
C  4.467  1.239  -2.192
C  0.109  -0.312  4.545
C  0.811  -1.509  2.198
C  -3.702  -2.923  -1.722
C  0.959  -2.220  3.381
C  0.607  -1.606  4.572
C  3.331  1.370  -0.108
C  -2.545  0.175  -0.072
C  -0.803  -2.004  -2.663
C  4.516  1.398  -0.818
C  -1.466  -0.472  -0.886
C  -0.528  1.668  3.145
H  -1.284  -2.342  -3.580
H  3.141  0.982  -3.875
H  -3.234  -0.578  0.309
H  0.246  -2.905  -0.977
H  1.076  -1.944  1.242
H  -3.578  -3.001  -0.641
H  -3.841  -0.776  -1.853
H  5.433  1.558  -0.270
H  -3.110  0.893  -0.666
H  -0.031  -1.293  -2.975
H  -0.182  0.199  5.452
H  -2.097  0.700  0.765
H  -1.837  5.562  0.870
H  -3.293  -1.533  -3.321
H  1.349  -3.227  3.363
H  5.371  1.257  -2.784
H  0.615  -3.624  -2.543
H  -0.922  -3.968  -1.749
H  -4.759  -3.048  -1.953
H  1.109  0.963  -2.459
H  -1.378  5.282  -0.780
H  -0.970  2.239  3.953
H  0.718  -2.130  5.512
H  -3.163  -3.748  -2.188
H  0.449  -0.731  -1.132

## Properties
- net charge = +1
- HOMO-LUMO gap (spin up / spin down) (eV) = 7.5 / 7.6
- HOMO energy (spin up / spin down) (eV) = -11.131 / -11.130
- max |F| (eV/A) = 0.9

natural (NBO) population analysis, charges in e, atoms 1 to 8: 1.140, -0.117, -0.729, -0.577, -0.462, -0.219, -0.806, -0.454



3.
The following is a DFT calculation (wB97M-V/def2-TZVPD) of a molecular structure, C19H25ErN5O8S.

Geometry (Å):
Er  0.139  1.356  -0.728
S  2.071  3.073  -1.285
O  1.932  1.675  -1.795
O  1.512  0.797  0.864
O  -1.941  1.675  -0.927
O  0.847  3.304  -0.462
O  2.266  4.039  -2.320
O  -0.414  -0.804  -0.487
O  -2.632  -3.682  -0.927
O  -1.540  1.443  0.385
N  -0.799  2.089  -3.217
N  2.314  -1.263  1.374
N  -2.383  0.458  -1.576
N  1.185  0.073  2.962
N  -2.670  -0.575  -0.806
C  -2.628  -4.398  1.314
C  -1.855  2.807  -5.704
C  2.813  -2.267  2.301
C  -0.194  2.985  -3.991
C  -1.764  -1.905  2.169
C  0.630  1.405  3.237
C  -2.399  -3.396  0.378
C  2.690  -1.519  -0.014
C  -2.018  -2.898  3.096
C  -2.499  1.870  -4.911
C  -2.439  -4.149  2.660
C  3.457  3.127  -0.180
C  0.896  -0.957  3.954
C  -0.693  3.379  -5.230
C  -1.608  -1.091  -0.176
C  1.653  -0.141  1.713
C  -1.934  -2.151  0.811
C  -1.953  1.557  -3.676
C  -2.550  0.516  -2.852
H  0.725  3.410  -3.620
H  0.434  1.479  4.302
H  2.167  -3.147  2.330
H  -0.026  -0.693  4.468
H  3.513  4.149  0.187
H  -1.898  -2.701  4.153
H  -2.629  -2.873  -1.451
H  0.740  -1.925  3.485
H  1.341  2.179  2.959
H  -3.417  1.396  -5.233
H  4.347  2.871  -0.750
H  1.684  -1.028  4.705
H  2.928  -1.865  3.301
H  3.797  -2.584  1.956
H  -2.253  3.077  -6.673
H  -0.294  1.578  2.681
H  2.247  -2.459  -0.345
H  2.357  -0.723  -0.660
H  3.776  -1.593  -0.091
H  -2.971  -5.360  0.956
H  3.275  2.419  0.623
H  -3.080  -0.318  -3.289
H  -1.459  -0.912  2.480
H  -0.158  4.121  -5.806
H  -2.637  -4.932  3.379

## Properties
- net charge = +1
- HOMO-LUMO gap (spin up / spin down) (eV) = 7.0 / 7.0
- HOMO energy (spin up / spin down) (eV) = -11.188 / -11.188
- max |F| (eV/A) = 3.6
- multiplicity = 4

natural (NBO) population analysis, charges in e, atoms 1 to 8: 1.908, 2.379, -1.005, -0.797, -0.169, -0.988, -0.926, -0.745



4.
The following is a DFT calculation (wB97M-V/def2-TZVPD) of C19H25FN4O3 in the gas phase.

Geometry (Å):
F  -1.354  -1.460  -7.919
O  -2.134  -1.969  1.071
O  -4.234  0.317  -2.204
O  0.260  0.840  -1.859
N  1.572  -0.492  0.028
N  -1.982  0.585  -2.043
N  -3.141  -0.812  -0.585
N  1.578  0.027  3.325
C  2.463  -0.245  4.448
C  -3.192  0.046  -1.655
C  -1.994  1.491  -3.192
C  2.758  -0.699  0.811
C  0.381  -0.936  0.346
C  -1.509  -0.745  -6.783
C  3.182  0.589  1.525
C  -0.765  0.303  -1.444
C  2.083  1.091  2.474
C  -2.785  -0.519  -6.301
C  2.118  -1.545  5.165
C  -0.553  0.472  -4.977
C  0.177  0.185  3.678
C  -2.936  0.218  -5.140
C  -1.824  0.722  -4.475
C  -0.386  -0.262  -6.137
C  -2.023  -1.203  0.137
C  -0.786  -0.613  -0.329
C  -0.164  1.366  4.592
H  -3.637  -0.914  -6.831
H  1.980  -2.345  4.442
H  -0.153  -0.743  4.147
H  2.930  -1.817  5.835
H  2.549  -1.464  1.560
H  -3.921  0.397  -4.738
H  0.163  2.305  4.151
H  0.594  -0.462  -6.542
H  1.212  -1.449  5.755
H  4.102  0.389  2.074
H  -0.382  0.287  2.743
H  0.310  0.852  -4.450
H  2.481  1.940  3.053
H  3.565  -1.037  0.155
H  3.473  -0.336  4.042
H  2.477  0.586  5.174
H  1.252  1.462  1.870
H  -4.030  -1.205  -0.295
H  3.392  1.370  0.792
H  -2.952  2.014  -3.181
H  0.306  1.257  5.567
H  -1.170  2.193  -3.053
H  1.594  0.167  -0.756
H  0.296  -1.609  1.192
H  -1.240  1.410  4.737

## Properties
- HOMO-LUMO gap (eV) = 9.2
- HOMO energy (eV) = -8.744
- max |F| (eV/A) = 0.7
- SMILES = CCN(CC)CCCN/C=C1/C(=O)NC(=O)N(Cc2ccc(F)cc2)C1=O

natural (NBO) population analysis, charges in e, atoms 1 to 8: -0.327, -0.617, -0.619, -0.669, -0.527, -0.463, -0.640, -0.473



5.
The following is a DFT calculation (wB97M-V/def2-TZVPD) of C19H25N3O4 in the gas phase.

Geometry (Å):
O  -1.981  1.622  -1.389
O  2.618  3.014  1.186
O  -2.339  -2.106  0.294
O  1.841  -1.874  0.283
N  1.934  1.051  0.308
N  -0.027  0.706  -1.701
N  -0.968  -0.231  -1.954
C  -1.358  -3.101  0.484
C  -0.053  3.082  -0.938
C  -3.167  0.052  0.688
C  -1.213  0.522  2.610
C  -2.150  1.498  2.331
C  3.982  -0.974  -0.253
C  3.601  -2.054  -1.263
C  2.410  0.216  1.383
C  -1.247  -0.695  1.948
C  1.478  3.066  -0.935
C  -3.438  -0.337  -1.789
C  -2.222  -0.943  0.989
C  2.064  2.387  0.305
C  -4.155  -0.162  -0.428
C  -2.115  0.324  -1.754
C  -0.644  1.790  -1.355
C  2.917  -1.127  0.844
C  -3.117  1.255  1.369
C  2.084  -2.110  -1.097
H  -0.415  3.856  -1.622
H  1.604  0.022  2.099
H  -4.749  -1.056  -0.234
H  -0.434  3.328  0.059
H  4.044  -3.010  -0.982
H  1.842  4.094  -0.933
H  1.659  -3.086  -1.344
H  -2.124  2.444  2.849
H  -0.504  -1.442  2.174
H  -1.593  -3.881  -0.238
H  3.303  -1.709  1.694
H  -1.406  -3.518  1.495
H  1.587  -1.344  -1.704
H  -4.825  0.698  -0.473
H  -4.048  0.085  -2.590
H  4.988  -1.098  0.141
H  3.213  0.752  1.895
H  -3.841  2.022  1.132
H  1.383  0.605  -0.418
H  -3.253  -1.389  -1.997
H  3.897  -1.810  -2.280
H  -0.354  -2.714  0.293
H  1.838  2.560  -1.831
H  3.900  0.015  -0.705
H  -0.448  0.705  3.350

## Properties
- HOMO-LUMO gap (eV) = 9.3
- HOMO energy (eV) = -8.499
- max |F| (eV/A) = 1.3
- SMILES = COc1ccccc1CCc1nnc(CCC(=O)NC[C@@H]2CCCO2)o1

natural (NBO) population analysis, charges in e, atoms 1 to 8: -0.414, -0.638, -0.524, -0.554, -0.653, -0.359, -0.303, -0.261



6.
The following is a DFT calculation (wB97M-V/def2-TZVPD) of C19H25N3O4S in the gas phase.

Geometry (Å):
S  0.793  -1.641  -0.627
O  1.155  2.278  2.258
O  -4.664  -0.172  -1.162
O  1.601  1.725  -2.198
O  -4.318  -0.935  0.942
N  -2.715  0.249  -0.093
N  0.181  2.266  0.204
N  2.644  0.766  -0.446
C  -2.208  1.091  -1.152
C  -5.469  -2.953  0.199
C  2.470  -0.488  -2.526
C  4.351  -0.385  0.852
C  4.803  -1.510  1.517
C  1.216  2.190  1.050
C  1.315  -1.467  -2.378
C  -2.068  2.534  -0.660
C  2.377  -1.576  0.187
C  3.127  -0.397  0.192
C  -1.890  0.223  1.093
C  -1.184  2.591  0.587
C  -3.956  -0.272  -0.185
C  -5.576  -1.600  0.889
C  2.185  0.765  -1.721
C  2.566  1.995  0.328
C  4.040  -2.666  1.531
C  -1.727  1.634  1.655
C  2.831  -2.698  0.861
H  -1.234  0.704  -1.469
H  -2.695  2.008  1.991
H  -0.910  -0.182  0.822
H  4.954  0.510  0.839
H  -1.190  3.610  1.002
H  -5.877  -1.714  1.933
H  3.405  -0.946  -2.197
H  -4.718  -3.567  0.689
H  1.579  -2.455  -2.757
H  2.716  2.835  -0.358
H  0.426  -1.107  -2.894
H  2.223  -3.589  0.858
H  -2.906  1.035  -1.988
H  2.562  -0.203  -3.576
H  0.388  2.255  -0.790
H  -5.187  -2.810  -0.841
H  -6.295  -0.965  0.361
H  5.754  -1.481  2.025
H  -1.044  1.617  2.504
H  -6.428  -3.461  0.239
H  3.345  1.994  1.089
H  -3.056  2.924  -0.411
H  -1.644  3.152  -1.453
H  4.388  -3.541  2.058
H  -2.348  -0.432  1.831

## Properties
- HOMO-LUMO gap (eV) = 9.3
- HOMO energy (eV) = -8.777
- max |F| (eV/A) = 0.7
- SMILES = CCOC(=O)N1CCC(NC(=O)CN2C(=O)CCSc3ccccc32)CC1

natural (NBO) population analysis, charges in e, atoms 1 to 8: 0.230, -0.627, -0.675, -0.651, -0.530, -0.458, -0.643, -0.470